Density functional theory data (wB97M-V/def2-TZVPD) for C14H16NRhSe as an isolated structure.

Output
- HOMO level (spin up / spin down): -0.6099 / -0.6108 Eh
- Net charge: +2
- Gap between HOMO and LUMO (spin up / spin down): 6.43 / 6.47 eV

Geometry (Å):
1 Rh -0.8061 0.7149 0.1479
2 C 1.8004 -1.2474 1.2842
3 C 1.0900 0.0634 1.2591
4 C 1.3587 1.0334 0.2611
5 C 0.7139 2.2907 0.2531
6 C 1.0784 3.3246 -0.7693
7 C -0.2817 2.5402 1.2498
8 C -0.5920 1.5877 2.2634
9 C -1.6252 1.8427 3.3162
10 C 0.0612 0.3491 2.1975
11 H 1.4803 -1.8831 0.4551
12 H 1.6194 -1.7761 2.2167
13 H 2.8732 -1.0860 1.1688
14 H 2.0987 0.8165 -0.4999
15 H 0.9011 2.9694 -1.7833
16 H 2.1472 3.5327 -0.6885
17 H 0.5326 4.2522 -0.6149
18 H -0.8081 3.4862 1.2225
19 H -2.4726 1.1663 3.2137
20 H -1.9796 2.8709 3.2913
21 H -1.1873 1.6542 4.2979
22 H -0.2330 -0.4216 2.9004
23 Se -1.5925 0.4498 -2.0619
24 C -2.8781 0.2083 -0.6979
25 C -3.4353 -1.0545 -0.3851
26 C -4.2682 -1.1327 0.6986
27 N -4.5804 -0.0656 1.4883
28 C -4.0764 1.1057 1.1942
29 C -3.1997 1.3228 0.0965
30 H -3.2088 -1.9352 -0.9711
31 H -4.7202 -2.0749 0.9819
32 H -4.3823 1.9444 1.8104
33 H -2.9229 2.3292 -0.1809

Cartesian forces (eV/Å) of the 6 atoms listed first:
Rh -0.6 0.4 -0.7
C 0.0 0.0 -0.1
C -0.2 0.0 0.0
C 0.3 -0.1 -0.1
C 0.3 0.4 0.0
C -0.1 0.0 0.1

***

Density functional theory data (wB97M-V/def2-TZVPD) for a 2-piece molecular cluster, C14H16O overall.

Output
- HOMO level: -0.3031 Eh
- SMILES: Cc1ccc(O)cc1.Cc1ccccc1
- Net charge: 0
- ΔE to the lowest compared entry with this formula, charge and spin: 62.95 kcal/mol
- Gap between HOMO and LUMO: 9.01 eV

Geometry (Å):
1 C -1.2674 2.4802 -2.5371
2 C -1.5945 1.8271 -1.2569
3 C -1.6892 2.5569 -0.0963
4 C -1.7912 1.9996 1.2185
5 C -1.8588 0.6396 1.1756
6 O -2.1152 -0.2955 2.1533
7 C -1.5870 -0.1890 0.0089
8 C -1.5090 0.4115 -1.2392
9 H -1.3073 1.6934 -3.2771
10 H -0.2374 2.9065 -2.5495
11 H -1.8335 3.3837 -2.8808
12 H -1.5801 3.6539 -0.1652
13 H -1.6062 2.4312 2.0988
14 H -1.6578 -0.0927 3.0294
15 H -1.7045 -1.2337 0.1150
16 H -1.4653 -0.2411 -2.1674
17 C 1.3207 -3.5809 0.5521
18 C 1.6802 -2.2283 0.3676
19 C 2.4053 -1.4376 1.2080
20 C 2.8567 -0.1481 0.8856
21 C 2.2314 0.4525 -0.2170
22 C 1.5516 -0.3722 -1.2167
23 C 1.4601 -1.7025 -0.9469
24 H 0.3073 -3.6683 1.0627
25 H 2.0005 -4.2822 1.2044
26 H 1.3239 -4.0952 -0.4152
27 H 2.7329 -1.9010 2.1574
28 H 3.7138 0.3537 1.5185
29 H 2.2558 1.5122 -0.3987
30 H 1.2784 0.0795 -2.1921
31 H 1.4479 -2.3888 -1.8040

Cartesian forces (eV/Å) of the 6 atoms listed first:
C 0.6 1.6 -1.3
C 0.5 -0.4 0.1
C 0.4 1.1 1.4
C -0.1 -2.3 -4.7
C 1.0 -3.9 -1.6
O 0.8 1.0 3.3

***

Density functional theory data (wB97M-V/def2-TZVPD) for a 2-piece molecular cluster, C14H16O overall.

Output
- HOMO level (spin up / spin down): -0.2322 / -0.3254 Eh
- Net charge: 0
- Spin multiplicity: 3
- Gap between HOMO and LUMO (spin up / spin down): 7.22 / 7.92 eV

Geometry (Å):
1 C -3.8047 1.4228 -0.0317
2 C -3.8718 0.2389 0.7412
3 C -2.7356 1.6276 -0.8446
4 C -2.8460 -0.6650 0.7225
5 C -1.6729 0.7283 -0.8540
6 C -1.7163 -0.5364 -0.0550
7 C 1.9267 0.7830 -1.6641
8 C 3.3249 0.3798 -1.0638
9 C 1.8897 0.1903 2.3890
10 C 0.5278 0.6022 1.9233
11 C -0.6425 -1.5098 -0.0237
12 C 2.2205 0.6524 -0.1929
13 C 1.6710 0.4584 0.9658
14 C 1.1734 -2.4199 -1.1026
15 O -0.0418 -1.6525 -1.1229
16 H -4.6634 2.0412 0.1431
17 H -4.6380 0.1323 1.4132
18 H -2.7266 2.3966 -1.5890
19 H -2.9280 -1.3189 1.5147
20 H -0.7460 0.8358 -1.4673
21 H 1.9836 1.7727 -2.0886
22 H 1.4192 -0.0561 -1.9916
23 H 3.5212 -0.6741 -1.1382
24 H 4.2462 0.9581 -1.0517
25 H 2.4995 0.9228 2.9296
26 H 2.0765 -0.7878 2.6966
27 H -0.3126 -0.1721 1.9869
28 H 0.1992 1.5177 2.0918
29 H 1.7793 -2.4783 -2.1094
30 H 0.9764 -3.4041 -0.7517
31 H 1.9112 -1.9859 -0.3748

Cartesian forces (eV/Å) of the 6 atoms listed first:
C -1.6 -1.9 1.7
C 2.0 2.1 -2.1
C 1.4 -0.6 -1.0
C -0.5 1.0 0.3
C 1.1 -2.7 0.4
C 0.4 2.0 -0.5

***

Density functional theory data (wB97M-V/def2-TZVPD) for a 2-piece molecular cluster, C14H16O overall.

Output
- HOMO level (spin up / spin down): -0.4305 / -0.4305 Eh
- Net charge: +1
- Spin multiplicity: 2
- ΔE to the lowest compared entry with this formula, charge and spin: 19.17 kcal/mol
- Gap between HOMO and LUMO (spin up / spin down): 8.00 / 4.32 eV

Geometry (Å):
1 C 0.4866 2.7160 1.7078
2 C 0.0700 0.2384 1.4540
3 C 0.7962 1.3110 2.0514
4 C 0.4554 -1.0561 1.5973
5 C 2.0098 0.9697 2.7135
6 C 1.6665 -1.3588 2.2806
7 C 2.4402 -0.3118 2.8489
8 O 2.0004 -2.5894 2.5696
9 H -0.7757 0.3889 0.7925
10 H -0.1788 -1.8523 1.2242
11 H 0.5463 2.8963 0.6328
12 H 1.2539 3.3602 2.1438
13 H 2.5833 1.7452 3.2004
14 H 3.3222 -0.5256 3.4297
15 H 1.5554 -3.2246 1.9714
16 H -0.4815 3.0596 2.0775
17 C 0.7053 0.4913 -2.9436
18 C -1.5258 0.6897 -1.7520
19 C -0.6098 -0.0651 -2.4681
20 C -2.7108 0.1161 -1.2730
21 C -2.9054 -1.2552 -1.3624
22 C -0.8872 -1.4217 -2.6815
23 C -1.9957 -2.0117 -2.1095
24 H -1.3434 1.7294 -1.5131
25 H -3.5287 0.7964 -1.0615
26 H 0.7965 0.4065 -4.0244
27 H 1.5575 0.0069 -2.4806
28 H -3.5999 -1.7752 -0.7238
29 H -0.2448 -1.9659 -3.3559
30 H -2.2442 -3.0521 -2.2713
31 H 0.7862 1.5438 -2.6746

Cartesian forces (eV/Å) of the 6 atoms listed first:
C 0.6 0.6 0.7
C -0.3 -0.3 -0.2
C 0.6 -0.5 -1.4
C 0.1 0.1 -0.1
C -0.2 0.2 0.6
C -0.7 0.0 0.8

***

Density functional theory data (wB97M-V/def2-TZVPD) for a 2-piece molecular cluster, C14H16O2 overall.

Output
- HOMO level (spin up / spin down): -0.4041 / -0.4040 Eh
- Net charge: +1
- Spin multiplicity: 2
- ΔE to the lowest compared entry with this formula, charge and spin: 65.74 kcal/mol
- Gap between HOMO and LUMO (spin up / spin down): 7.05 / 3.29 eV

Geometry (Å):
1 C -1.8574 0.7164 -2.9543
2 C -2.2790 -1.4016 -1.7862
3 C -1.3714 -0.4072 -2.0950
4 C -1.7840 -2.5942 -1.0462
5 C -0.4186 -2.7397 -0.7178
6 C -0.0061 -0.6603 -1.8014
7 C 0.5260 -1.7470 -1.0469
8 O -0.0109 -3.9657 -0.3218
9 H -3.1910 -1.5254 -2.3599
10 H -2.4596 -3.3877 -0.9971
11 H -2.9814 0.6692 -3.2642
12 H -1.3155 0.6503 -4.1029
13 H 0.7401 0.0997 -2.2392
14 H 0.9742 -4.0237 -0.0654
15 H 1.5222 -1.8215 -0.6963
16 H -2.0113 1.7420 -2.5642
17 C 3.2110 1.0107 0.7745
18 C -0.7038 1.5735 2.4714
19 C -0.0800 0.3001 2.4787
20 C -0.1722 2.5894 1.7150
21 C 1.2434 0.1767 1.8932
22 C 1.1387 2.4051 1.1573
23 C 1.8556 1.2165 1.3018
24 O -1.7514 1.8917 3.2239
25 H -0.4568 -0.6584 3.0382
26 H -1.8999 1.1168 3.8911
27 H -0.6748 3.5241 1.6163
28 H 1.7440 -0.8072 2.1193
29 H 1.5427 3.1237 0.4219
30 H 3.4970 1.1054 -0.3253
31 H 3.5923 -0.0003 1.0481
32 H 3.8379 1.8287 1.2334

Cartesian forces (eV/Å) of the 6 atoms listed first:
C -1.4 0.4 -3.9
C 1.7 -4.2 1.8
C -0.9 0.0 -0.8
C -1.5 3.8 -2.7
C 1.5 -1.6 0.2
C 3.7 0.5 0.9

***

Density functional theory data (wB97M-V/def2-TZVPD) for C14H17Cl2F9O3Pt as an isolated structure.

Output
- HOMO level (spin up / spin down): 0.0230 / -0.0537 Eh
- Net charge: -2
- Spin multiplicity: 5
- ΔE to the lowest compared entry with this formula, charge and spin: 23.37 kcal/mol
- Gap between HOMO and LUMO (spin up / spin down): 4.31 / 6.23 eV

Geometry (Å):
1 C 0.2313 -1.0359 -1.7148
2 C 1.1350 0.0494 -2.1946
3 C 0.3416 1.1712 -2.4605
4 C 2.5806 -0.0319 -2.3235
5 C -1.0459 0.7806 -2.4620
6 C -1.1272 -0.5642 -2.1456
7 C -2.3446 -1.3894 -2.0773
8 C 0.5872 -2.4500 -1.9143
9 C 0.8304 2.5508 -2.6767
10 C -2.1981 1.7083 -2.5841
11 Pt 0.6384 -0.4916 0.4566
12 Cl 2.2648 1.4105 0.2945
13 Cl 2.6016 -1.7415 0.3409
14 O -1.0760 0.5894 0.3737
15 H 2.9389 -1.0566 -2.2286
16 H 2.9511 0.6407 -1.2682
17 H 2.9393 0.3757 -3.2714
18 H 1.7593 2.7399 -2.1182
19 H 0.1055 3.2990 -2.3259
20 H 1.0063 2.7494 -3.7473
21 H -1.9778 2.6708 -2.1144
22 H -3.0822 1.2903 -2.0849
23 H -2.4726 1.9001 -3.6348
24 H -3.2195 -0.8068 -1.7257
25 H -2.1785 -2.2144 -1.3618
26 H -2.6527 -1.8421 -3.0583
27 H 1.5884 -2.6360 -1.5016
28 H 0.5513 -2.6653 -2.9931
29 H -0.0960 -3.1062 -1.3570
30 H -1.2508 0.8190 1.3602
31 O -0.5268 -2.2203 0.7278
32 H -1.2295 -1.9580 1.3832
33 F -1.4554 1.9519 3.8296
34 C -1.2830 0.6231 4.0211
35 F -1.5810 0.3567 5.3157
36 F -2.2074 -0.0115 3.2636
37 C 0.2011 0.1488 3.6471
38 O 0.6021 0.4402 2.4060
39 C 1.2475 1.0186 4.5252
40 F 1.0331 0.9989 5.8626
41 F 2.5094 0.5046 4.3037
42 F 1.2578 2.3139 4.1161
43 C 0.3005 -1.3522 4.1408
44 F 0.2556 -1.4150 5.4915
45 F -0.7320 -2.1107 3.6693
46 F 1.4429 -1.9135 3.7311

Cartesian forces (eV/Å) of the 6 atoms listed first:
C -0.2 2.2 -2.0
C -0.8 -2.5 0.7
C -3.1 0.6 -0.5
C 0.8 0.8 1.5
C 2.1 1.5 -0.2
C 1.7 -0.8 1.2

***

Number 1: strongest force on any atom 1.03 eV Å⁻¹. Number 2: strongest force on any atom 5.28 eV Å⁻¹. Number 3: strongest force on any atom 5.09 eV Å⁻¹. Number 4: strongest force on any atom 1.57 eV Å⁻¹. Number 5: strongest force on any atom 4.89 eV Å⁻¹. Number 6: strongest force on any atom 3.33 eV Å⁻¹.